DFT (ωB97M-V/def2-TZVPD) results for C16H17F4N2Pd as an isolated structure.

Geometry as XYZ:
```
40
Properties=species:S:1:pos:R:3:forces:R:3:mulliken_charge:R:1
Pd 0.23340 -0.18059 -1.02396 0.48 -1.17 1.18 0.3414
C 2.88107 -0.78838 0.58224 0.51 -0.28 0.30 -0.8739
N 1.76892 -1.59754 0.08500 -2.12 1.93 -1.99 0.2571
C 2.16333 -2.60138 -0.91119 0.71 -0.52 0.26 -0.9350
C 0.75988 -2.06326 1.04590 0.34 -0.36 0.40 -0.9685
C 0.20554 -0.96557 1.92685 0.16 -0.48 -0.14 -0.8920
N -0.13574 0.21697 1.13042 -0.07 1.03 -0.19 0.1723
C -0.62788 1.28068 1.67260 -0.02 -0.33 0.21 -0.0879
C -0.75613 2.53125 0.90411 -0.27 0.13 0.52 0.6153
F -0.31543 2.57422 -0.30503 0.40 -0.32 -0.94 -0.1688
C -1.27697 3.66139 1.44369 -0.14 -0.03 0.28 -0.0663
F -1.33620 4.74668 0.72813 -0.06 0.20 -0.06 -0.1999
C -1.75869 3.66388 2.77060 0.06 0.07 -0.12 -0.1006
C -1.66418 2.52327 3.57085 -0.04 -0.06 0.04 -0.0753
F -2.10427 2.53414 4.79583 -0.05 0.10 0.08 -0.1873
C -1.10501 1.37677 3.08077 -0.01 0.34 -0.04 0.9449
F -1.03228 0.35571 3.86132 0.12 -0.46 0.06 -0.1839
H 3.54846 -1.42314 1.17794 -0.06 -0.03 0.02 0.3858
H 2.54729 0.03261 1.20758 -0.09 0.05 -0.04 0.2922
H 3.46553 -0.40507 -0.24945 -0.08 0.04 -0.09 0.3196
H 2.89151 -3.28911 -0.46384 -0.09 0.00 0.06 0.3892
H 2.66449 -2.12393 -1.74836 -0.04 0.09 0.01 0.2960
H 1.31022 -3.18094 -1.24429 -0.10 0.03 0.02 0.3268
H 1.18659 -2.83965 1.69066 0.06 -0.03 0.04 0.4677
H -0.03904 -2.52696 0.47593 -0.09 -0.11 -0.04 0.3660
H 0.90716 -0.67034 2.70923 0.05 0.09 0.00 0.6641
H -0.66160 -1.37697 2.44339 -0.18 0.10 0.02 0.6128
H -2.19993 4.57254 3.18069 0.02 -0.01 -0.01 0.5648
C 0.09827 0.45925 -3.36954 0.26 0.01 -0.72 -0.3269
C 0.28442 -0.92146 -3.15339 0.19 0.13 0.36 -0.5868
C -0.76753 -1.69400 -2.58733 -0.23 -0.21 -0.47 -0.3366
C -1.99627 -1.10892 -2.31337 -0.18 -0.11 0.06 -0.2864
C -2.17259 0.25187 -2.55310 -0.03 -0.17 0.19 -0.4179
C -1.11616 1.03934 -3.06878 0.26 0.25 0.37 -0.5675
H 0.88219 1.04491 -3.82696 0.07 0.02 -0.06 0.4868
H 1.16597 -1.41366 -3.53789 0.15 0.00 0.14 0.6559
H -0.66315 -2.76581 -2.49000 0.13 -0.05 0.08 0.5549
H -2.81685 -1.71743 -1.95811 -0.03 0.02 0.02 0.5191
H -3.14799 0.69918 -2.40306 0.02 0.05 0.11 0.5031
H -1.27038 2.08948 -3.27609 -0.04 0.06 0.07 0.5257
```
Positions in Å, forces in eV/Å.

Computed properties:
- Charge: +3
- Highest occupied orbital energy (alpha / beta): -19.7 / -19.7 eV
- Energy: -1255.50903 Ha
- Gap between HOMO and LUMO (alpha / beta): 5.655 / 5.655 eV

***

DFT (ωB97M-V/def2-TZVPD) results for one molecule with the formula C19H28N2O3S2.

Geometry as XYZ:
```
54
Properties=species:S:1:pos:R:3:forces:R:3:mulliken_charge:R:1
C 0.09375 1.29249 -0.08731 -0.02 -0.02 0.00 -0.7831
S 0.63577 -0.41274 0.14134 0.02 0.01 -0.01 -0.0891
C 2.38358 -0.24854 -0.31239 -0.06 -0.02 0.04 1.7054
C 2.52546 0.38182 -1.68855 -0.02 0.01 0.00 -0.6513
O 2.82636 1.56150 -1.78616 0.01 -0.01 0.01 -0.6963
N 2.26579 -0.38170 -2.77129 0.01 -0.03 0.01 0.3776
C 1.83369 -1.76697 -2.82648 0.02 -0.02 0.03 -0.8092
C 0.79056 -1.77324 -3.94101 0.00 -0.03 -0.02 -0.2972
C -0.63038 -1.42223 -3.46240 -0.06 0.01 -0.02 -0.9813
S -0.95478 0.31331 -3.88460 0.04 0.00 0.00 -0.2233
C 0.04526 0.11185 -5.37621 -0.01 -0.06 0.00 -1.2471
C 1.28035 -0.68115 -4.93680 0.00 0.06 0.01 1.6763
C 2.01547 -1.27695 -6.13232 -0.01 0.00 0.00 -1.8902
C 2.21786 0.21890 -4.09619 0.02 0.04 0.01 -1.3847
C 3.24791 0.42984 0.78119 0.05 0.01 -0.03 -0.9800
N 3.81181 -0.88262 1.08089 0.01 0.00 0.01 0.3216
C 4.47558 -1.29127 2.18281 -0.05 -0.02 0.00 0.0308
O 4.83394 -0.51692 3.04986 0.01 0.01 0.00 -0.6969
C 4.68513 -2.79888 2.29508 0.03 0.01 -0.01 0.5885
C 3.63232 -3.40388 3.25950 -0.02 0.02 -0.01 -0.9817
C 4.49517 -4.10905 4.28674 0.02 0.00 0.00 1.0044
C 3.95865 -4.70291 5.54407 0.00 0.00 0.00 -0.7492
C 4.46741 -5.59935 4.44002 0.00 -0.01 -0.01 -0.9001
C 5.80508 -3.36612 4.22500 -0.01 0.00 0.00 -0.7355
O 5.96309 -3.07725 2.83816 0.00 0.00 -0.01 -0.5326
C 3.13197 -1.57591 -0.00506 0.01 0.01 -0.02 -1.1165
H -0.93032 1.33867 0.27912 0.00 0.00 0.00 0.4331
H 0.71342 1.97217 0.49526 0.00 0.00 0.00 0.3005
H 0.11584 1.57332 -1.13827 0.00 0.00 0.00 0.1345
H 2.67716 -2.41776 -3.08672 -0.01 0.00 -0.01 0.2907
H 1.42282 -2.09989 -1.87631 -0.01 0.01 0.00 0.4183
H 0.76833 -2.75298 -4.42201 0.01 0.02 -0.02 0.4757
H -1.36321 -2.04273 -3.97926 0.00 -0.02 0.03 0.4241
H -0.75757 -1.55762 -2.38953 0.01 0.02 0.01 0.4112
H -0.52462 -0.44158 -6.12678 0.02 0.00 -0.01 0.4655
H 0.30608 1.08563 -5.78950 -0.01 0.01 0.02 0.5308
H 2.39802 -0.48942 -6.78449 0.00 0.00 -0.01 0.4107
H 2.86647 -1.87867 -5.80564 0.00 0.00 0.00 0.4119
H 1.35343 -1.91515 -6.72036 0.00 0.00 0.00 0.4735
H 1.84912 1.23943 -3.99984 -0.01 -0.01 -0.01 0.4214
H 3.21928 0.26781 -4.53489 -0.01 -0.02 0.00 0.2941
H 3.97464 1.13777 0.38575 -0.01 0.01 0.01 0.3155
H 2.69808 0.87676 1.60862 0.00 -0.02 0.01 0.3004
H 4.64868 -3.26144 1.30608 0.01 -0.01 0.00 0.4262
H 3.04794 -2.60970 3.72853 0.00 -0.01 0.00 0.3505
H 2.94809 -4.08183 2.74947 0.00 0.00 0.00 0.3838
H 4.55811 -4.61500 6.44086 0.00 0.00 0.00 0.2714
H 2.89067 -4.66007 5.71194 0.00 0.00 0.00 0.2671
H 3.73589 -6.15440 3.86714 0.00 0.00 0.00 0.2527
H 5.40735 -6.11240 4.59523 0.00 0.00 0.00 0.2650
H 5.76283 -2.43448 4.79806 0.01 0.00 0.00 0.2641
H 6.66149 -3.95899 4.54509 0.00 0.00 0.00 0.3856
H 2.49256 -2.40824 0.30060 -0.01 0.01 0.00 0.3671
H 3.80009 -1.90441 -0.80576 0.01 -0.01 0.01 0.2952
```
Positions in Å, forces in eV/Å.

Computed properties:
- SMILES string: CSC1(C(=O)N2C[C@H]3CSC[C@@]3(C)C2)CN(C(=O)[C@@H]2CC3(CC3)CO2)C1
- Highest occupied orbital energy: -8.8 eV
- Energy: -1872.38186 Ha
- Gap between HOMO and LUMO: 9.175 eV
- Energy above the lowest of the compared OMol25 structures with the same formula, charge and spin: 1.1528 eV

***

- Among the records above, which one has the highest energy?
  C16H17F4N2Pd

***

- Number 2 is which compound?
  C19H28N2O3S2

***

- Which of these has the lowest energy?
  C19H28N2O3S2